Entry 1:
The following is a DFT calculation (the ωB97M-V functional and the def2-TZVPD basis) of C5H13NO in the gas phase at a distorted geometry.

Its HOMO energy is -9.007 eV. As for the SMILES: CCCNCCO.

The geometry in XYZ format:
```
20
Properties=species:S:1:pos:R:3:nbo_charge:R:1
C 0.35111 -2.56903 -0.70868 -0.62
C 0.93860 -1.28806 -1.38446 -0.41
C -0.00363 -0.11891 -1.16677 -0.21
N -0.10236 0.26441 0.22715 -0.65
C -0.81481 1.51253 0.45849 -0.25
C -0.55609 2.02156 1.86197 -0.07
O 0.85761 2.04276 2.17013 -0.73
H -0.74128 -2.45725 -0.68087 0.19
H 0.51576 -3.45528 -1.32218 0.22
H 0.71098 -2.75804 0.29639 0.21
H 1.14608 -1.41855 -2.44191 0.21
H 1.86805 -1.19409 -0.80989 0.21
H 0.30991 0.77735 -1.70776 0.19
H -0.98011 -0.41559 -1.58867 0.15
H -0.41133 -0.53007 0.76749 0.37
H -0.50896 2.22392 -0.31014 0.19
H -1.89850 1.33082 0.38060 0.18
H -0.96547 3.02149 2.01040 0.18
H -0.96501 1.32132 2.58925 0.16
H 1.24945 1.68871 1.35946 0.47
```

***

Entry 2:
The following is a DFT calculation (the ωB97M-V functional and the def2-TZVPD basis) of 2 unconnected molecules or ions with the total composition C5H13NO at a distorted geometry.

Its HOMO energy is -7.525 eV. As for the SMILES: CC/C(C)=C/N.O.

The geometry in XYZ format:
```
20
Properties=species:S:1:pos:R:3:nbo_charge:R:1
C -1.64907 -0.70381 0.18652 -0.63
C -0.77476 -0.36749 -1.10828 -0.41
C 0.71232 -0.57692 -0.65356 -0.12
C 1.11389 -2.01219 -0.30469 -0.66
C 1.45682 0.49892 -0.53765 0.01
N 2.47620 0.63535 0.39607 -0.85
H -2.49968 -0.00529 0.18989 0.21
H -1.19128 -0.36994 1.21386 0.20
H -2.12751 -1.72472 0.28498 0.22
H -0.86621 0.66253 -1.61231 0.21
H -1.28141 -1.11853 -1.80808 0.20
H 0.70638 -2.75794 -1.07684 0.22
H 2.15970 -2.28134 -0.19023 0.21
H 0.82823 -2.41085 0.64588 0.21
H 1.28926 1.41551 -1.24780 0.20
H 2.76707 -0.32069 0.84770 0.39
H 2.88592 1.46974 0.69685 0.40
O -2.03578 3.69509 1.49292 -0.93
H -1.83745 2.95015 1.98944 0.46
H -2.13263 3.32242 0.59534 0.47
```

***

Entry 3:
The following is a DFT calculation (the ωB97M-V functional and the def2-TZVPD basis) of 2 unconnected molecules or ions with the total composition C5H13NO at a distorted geometry.

Its HOMO energy is -7.816 eV. As for the SMILES: C=C(C)CCN.O.

The geometry in XYZ format:
```
20
Properties=species:S:1:pos:R:3:nbo_charge:R:1
C -0.96386 -1.48348 -1.14726 -0.45
C -0.59297 -0.27649 -0.62854 0.07
C -0.67240 0.90606 -1.57926 -0.66
C -0.31890 0.00589 0.84986 -0.45
C 0.24653 -1.26771 1.53221 -0.21
N -0.81672 -2.16857 2.04077 -0.83
H -1.78070 -1.51184 -1.84641 0.20
H -0.41384 -2.36403 -0.82614 0.19
H 0.23429 1.51407 -1.56202 0.23
H -1.51716 1.49994 -1.20388 0.20
H -0.85521 0.62072 -2.60871 0.21
H -1.30167 0.18605 1.29558 0.22
H 0.36183 0.83906 0.97015 0.21
H 0.90013 -1.74234 0.80207 0.19
H 0.81172 -0.83690 2.36153 0.17
H -0.41966 -3.08339 2.20584 0.36
H -1.06634 -1.70337 2.90379 0.35
O 2.42883 3.37804 -1.00919 -0.94
H 2.11211 4.11243 -1.54235 0.47
H 3.27559 3.13096 -1.37625 0.47
```

***

Entry 4:
The following is a DFT calculation (the ωB97M-V functional and the def2-TZVPD basis) of 2 unconnected molecules or ions with the total composition C5H13NO at a distorted geometry.

Its HOMO energy is -9.848 eV. As for the SMILES: CC(N)=O.CCC.

The geometry in XYZ format:
```
20
Properties=species:S:1:pos:R:3:nbo_charge:R:1
C -2.24270 -0.16682 0.42453 -0.73
C -1.78287 1.21568 0.01479 0.67
N -1.45496 1.39935 -1.29681 -0.83
O -1.69801 2.09914 0.84037 -0.61
H -2.85050 -0.01727 1.30871 0.25
H -1.38634 -0.77598 0.72799 0.24
H -2.75252 -0.75650 -0.33747 0.21
H -1.47345 2.32520 -1.61289 0.40
H -1.46537 0.63339 -1.93842 0.39
C 1.51811 -1.93025 0.97455 -0.61
C 2.62111 -1.05196 0.40798 -0.40
C 2.63098 -0.87674 -1.13331 -0.60
H 1.84833 -2.97473 0.96547 0.20
H 1.41303 -1.68547 2.02666 0.22
H 0.54963 -1.95802 0.47852 0.20
H 3.58596 -1.53038 0.62882 0.20
H 2.79533 -0.09908 0.91310 0.20
H 3.17607 -1.71323 -1.56117 0.20
H 3.12226 0.04465 -1.36386 0.21
H 1.62935 -0.93962 -1.55034 0.19
```

***

Entry 5:
The following is a DFT calculation (the ωB97M-V functional and the def2-TZVPD basis) of 2 unconnected molecules or ions with the total composition C5H13NO at a distorted geometry.

Its HOMO energy is -9.240 eV. As for the SMILES: C=CC[C@@H](C)N.O.

The geometry in XYZ format:
```
20
Properties=species:S:1:pos:R:3:nbo_charge:R:1
C 1.05688 0.17024 -1.97669 -0.42
C -0.06665 0.79645 -1.86998 -0.20
C -0.70517 1.12136 -0.59349 -0.45
C -0.55614 0.02085 0.64034 -0.02
C -1.18462 0.67147 1.83104 -0.62
N -1.09925 -1.31322 0.11759 -0.89
H 1.69568 -0.06979 -2.87569 0.21
H 1.73200 -0.21646 -1.13454 0.18
H -0.81153 1.04187 -2.76417 0.22
H -0.42262 2.21012 -0.31626 0.23
H -1.89311 1.35362 -0.68777 0.21
H 0.60739 -0.03559 0.78867 0.16
H -1.27753 -0.04661 2.69732 0.21
H -0.54584 1.38491 2.09881 0.21
H -2.17216 1.18593 1.83264 0.22
H -1.13576 -2.17074 0.78097 0.37
H -0.61236 -1.72191 -0.70968 0.38
O 2.69846 -1.69182 0.76546 -0.96
H 1.76059 -1.87786 0.92374 0.49
H 2.93172 -0.81283 0.45171 0.48
```

***

Entry 6:
The following is a DFT calculation (the ωB97M-V functional and the def2-TZVPD basis) of 2 unconnected molecules or ions with the total composition C5H13NO at a distorted geometry.

Its HOMO energy is -7.959 eV. As for the SMILES: CC/C=C/NC.O.

The geometry in XYZ format:
```
20
Properties=species:S:1:pos:R:3:nbo_charge:R:1
C -1.57751 0.59340 2.03905 -0.62
C -1.85501 -0.25691 0.75471 -0.44
C -0.63072 -0.31419 -0.16915 -0.31
C 0.09373 0.71183 -0.70706 -0.01
N 0.65043 0.61845 -2.01090 -0.61
C 1.44107 -0.60559 -2.21412 -0.43
H -0.74584 1.27655 1.85381 0.21
H -2.49153 1.21348 2.41850 0.21
H -1.42374 -0.07751 2.92502 0.21
H -2.74568 0.17514 0.11137 0.21
H -2.04967 -1.30507 1.08423 0.22
H -0.25411 -1.28549 -0.33904 0.18
H -0.49244 1.69199 -0.29370 0.19
H 1.23746 1.25042 -2.52462 0.39
H 1.81612 -0.50013 -3.23335 0.19
H 0.84567 -1.48800 -2.14472 0.20
H 2.35000 -0.50054 -1.60724 0.21
O 2.25779 -0.54008 1.11508 -0.96
H 1.27724 -0.58379 0.95886 0.48
H 2.29673 -0.07397 1.98327 0.47
```

***

Entry 7:
The following is a DFT calculation (the ωB97M-V functional and the def2-TZVPD basis) of a molecular structure, C5H13NO at a distorted geometry.

Its HOMO energy is -7.548 eV.

The geometry in XYZ format:
```
20
Properties=species:S:1:pos:R:3:nbo_charge:R:1
C 2.16218 0.19869 -0.65760 -0.22
N 1.65405 1.29064 0.13268 -0.60
C 0.24420 1.10850 0.27533 -0.06
C -0.60884 0.22013 -0.53700 -0.11
C -3.88544 -0.50247 0.30167 -0.86
O -1.04035 -1.04107 -0.05017 -0.65
C 2.22627 -0.93797 0.41929 -0.62
H 3.17246 0.45685 -1.09075 0.19
H 1.54416 -0.06908 -1.46239 0.18
H 1.90836 2.16227 -0.29488 0.38
H -0.09117 1.58164 1.21802 0.18
H -3.25434 -1.39105 0.37089 0.24
H -0.67864 0.22352 -1.60468 0.18
H -3.40823 0.27554 0.91660 0.19
H -4.82022 -0.70482 0.73073 0.22
H -3.72105 -0.17198 -0.73530 0.22
H -1.45652 -0.09391 0.42499 0.51
H 2.86808 -0.53729 1.23676 0.21
H 2.65302 -1.90091 0.12075 0.21
H 1.19828 -1.05797 0.83164 0.23
```

***

Entry 8:
The following is a DFT calculation (the ωB97M-V functional and the def2-TZVPD basis) of C5H13NO in the gas phase at a distorted geometry.

Its HOMO energy is -8.555 eV. As for the SMILES: CNCC[C@H](C)O.

The geometry in XYZ format:
```
20
Properties=species:S:1:pos:R:3:nbo_charge:R:1
C 2.07816 -1.41929 -1.02584 -0.41
N 1.48428 -1.01132 0.38893 -0.63
C 0.08653 -1.44569 0.43300 -0.24
C -0.71661 -0.43668 -0.43932 -0.43
C -0.57991 1.02225 0.20851 0.09
C -1.42893 1.21668 1.41601 -0.67
O -0.81560 1.88215 -0.87004 -0.73
H 2.64806 -0.66011 -1.35060 0.19
H 1.13907 -1.51166 -1.70691 0.16
H 2.47200 -2.49167 -1.00980 0.20
H 1.56906 0.07169 0.44972 0.35
H -0.18369 -1.29911 1.49750 0.19
H 0.07906 -2.47885 0.07595 0.20
H -0.15250 -0.55748 -1.37212 0.22
H -1.84438 -0.52385 -0.45605 0.21
H 0.51582 1.30318 0.36345 0.16
H -1.91877 0.32390 2.02820 0.25
H -0.88727 2.03393 2.06372 0.23
H -2.39295 1.76107 0.91647 0.20
H -1.54422 2.42737 -0.81584 0.47
```

***

Entry 9:
The following is a DFT calculation (the ωB97M-V functional and the def2-TZVPD basis) of C5H13NO in the gas phase at a distorted geometry.

Its HOMO energy is -9.219 eV. As for the SMILES: CCC[C@@H](N)CO.

The geometry in XYZ format:
```
20
Properties=species:S:1:pos:R:3:nbo_charge:R:1
C 0.72318 2.41442 0.32243 -0.61
C -0.36362 1.54162 -0.34446 -0.39
C -0.66707 0.15763 0.30943 -0.42
C 0.04615 -0.96647 -0.47069 -0.07
N 1.48855 -0.80790 -0.37853 -0.85
C -0.27419 -2.37866 0.09598 -0.05
O -1.67966 -2.61002 0.15451 -0.72
H 0.43473 3.44680 0.11561 0.21
H 0.78866 2.23104 1.38957 0.20
H 1.69309 2.29544 -0.15229 0.20
H -1.32599 2.04836 -0.40951 0.20
H -0.04964 1.41138 -1.38323 0.19
H -0.44083 0.22607 1.37675 0.20
H -1.75683 0.08871 0.22890 0.19
H -0.41881 -0.93291 -1.45564 0.20
H 1.83187 -0.04400 -0.94117 0.36
H 1.82532 -0.69967 0.56681 0.36
H 0.06073 -3.13243 -0.61032 0.19
H 0.20308 -2.43392 1.07570 0.15
H -2.11873 -1.85549 0.51016 0.46
```

***

Entry 10:
The following is a DFT calculation (the ωB97M-V functional and the def2-TZVPD basis) of 2 unconnected molecules or ions with the total composition C5H13NO at a distorted geometry.

Its HOMO energy is -8.127 eV. As for the SMILES: CN1CCCC1.O.

The geometry in XYZ format:
```
20
Properties=species:S:1:pos:R:3:nbo_charge:R:1
C 2.09011 -0.56366 0.29857 -0.40
N 1.21497 0.15430 -0.61188 -0.45
C 0.69406 1.43744 -0.16948 -0.21
C -0.84062 1.30013 -0.07542 -0.41
C -1.19420 0.10185 -0.98730 -0.42
C 0.15470 -0.62142 -1.21090 -0.22
H 2.88009 -1.08137 -0.25292 0.19
H 2.56655 0.12423 1.00617 0.20
H 1.56289 -1.33466 0.88967 0.17
H 1.03476 1.70319 0.82391 0.19
H 1.00936 2.24564 -0.83266 0.18
H -1.06686 1.03782 0.96245 0.18
H -1.29084 2.26713 -0.30760 0.21
H -1.58755 0.55379 -1.89839 0.21
H -1.89187 -0.58096 -0.52754 0.20
H 0.31015 -0.69841 -2.29911 0.18
H 0.13948 -1.65473 -0.88274 0.20
O -1.76255 -1.50010 2.07316 -0.94
H -1.26623 -1.10559 2.79594 0.47
H -1.94848 -0.79843 1.44173 0.47
```

***

Entry 11:
The following is a DFT calculation (the ωB97M-V functional and the def2-TZVPD basis) of C5H13NO in the gas phase at a distorted geometry.

Its HOMO energy is -9.401 eV. As for the SMILES: CC(C)[C@H](N)CO.

The geometry in XYZ format:
```
20
Properties=species:S:1:pos:R:3:nbo_charge:R:1
C 0.07043 -0.13664 -1.87367 -0.61
C -0.81585 -0.04140 -0.61685 -0.22
C -1.44408 -1.38810 -0.28182 -0.61
C -0.04816 0.55003 0.56533 -0.06
N 0.44199 1.89641 0.28628 -0.84
C 1.14367 -0.29146 1.04438 -0.07
O 1.42290 0.04018 2.39623 -0.73
H -0.32060 -0.86231 -2.57932 0.20
H 1.10156 -0.37837 -1.62426 0.20
H 0.11676 0.78078 -2.46820 0.22
H -1.64697 0.62667 -0.82142 0.20
H -2.23708 -1.23275 0.48395 0.21
H -0.79631 -2.17962 0.07878 0.21
H -2.02187 -1.68227 -1.14925 0.21
H -0.70002 0.50862 1.43584 0.17
H -0.34769 2.52880 0.13532 0.35
H 0.86838 2.24848 1.13259 0.36
H 0.90199 -1.35742 1.00369 0.17
H 1.99070 -0.03645 0.39441 0.17
H 2.32025 0.40684 2.45798 0.47
```

***

Entry 12:
The following is a DFT calculation (the ωB97M-V functional and the def2-TZVPD basis) of C5H13NO in the gas phase at a distorted geometry.

Its HOMO energy is -8.911 eV. As for the SMILES: COCC(C)(C)N.

The geometry in XYZ format:
```
20
Properties=species:S:1:pos:R:3:nbo_charge:R:1
C -2.46636 -1.53343 0.04146 -0.24
O -1.59392 -0.52862 -0.42252 -0.55
C -0.62681 -0.16658 0.57554 -0.06
C 0.62531 0.52091 0.00062 0.07
C 1.19369 -0.28384 -1.16458 -0.61
C 1.67587 0.81664 1.06721 -0.60
N 0.32733 1.84495 -0.53616 -0.86
H -1.92297 -2.48350 0.10267 0.16
H -3.33741 -1.65283 -0.64663 0.20
H -2.82080 -1.30038 1.04866 0.17
H -0.33662 -1.03363 1.15953 0.17
H -1.07862 0.52140 1.30747 0.18
H 0.63631 -0.15622 -2.08725 0.22
H 2.19388 0.04985 -1.39776 0.20
H 1.22715 -1.33675 -0.91177 0.20
H 2.04250 -0.07362 1.57509 0.20
H 1.22566 1.45695 1.82839 0.22
H 2.55068 1.31523 0.64987 0.21
H -0.57811 1.82156 -1.01251 0.37
H 1.06325 2.20191 -1.17731 0.36
```

***

no.,total energy (eV)
1,-8932.7466
2,-8931.0532
3,-8931.4287
4,-8933.5684
5,-8930.6554
6,-8930.7031
7,-8927.2790
8,-8930.5071
9,-8932.8335
10,-8932.6603
11,-8933.1417
12,-8932.7880